Record 1
DFT (ωB97M-V with the def2-TZVPD basis set) results for a molecular structure, C22H42BrCoN2OS3Si.

The geometry in XYZ format:
```
73
Properties=species:S:1:pos:R:3:mulliken_spin:R:1
Co 0.93373 2.08163 1.97686 2.670
C 0.35723 1.42425 4.16358 0.009
C 1.32802 2.41730 4.38590 -0.003
C 2.66998 2.06726 4.52687 0.016
C 3.04469 0.73528 4.44442 0.021
C 2.09085 -0.25169 4.20243 0.013
C 0.75230 0.08537 4.06165 0.022
H -0.69541 1.68621 4.14626 -0.001
H 1.02290 3.44906 4.51760 -0.002
H 3.40696 2.83542 4.71733 -0.002
H 4.08171 0.45790 4.58157 0.000
H 2.39070 -1.29028 4.15119 0.001
H 0.00792 -0.68344 3.90379 0.004
C -3.18364 4.42583 -0.73598 0.022
O -2.45063 4.27951 0.51784 -0.015
C -1.18412 4.08710 0.47517 -0.048
S -0.17510 3.94976 -0.83270 0.700
S -0.25958 4.14930 1.92004 0.440
H -2.95082 3.59083 -1.39437 -0.017
H -2.90690 5.37566 -1.18721 0.001
H -4.22912 4.41859 -0.45212 0.002
C 6.07402 -0.00314 0.41604 0.000
N 5.16839 1.11646 0.64680 0.009
C 3.86166 1.00594 0.78848 -0.008
N 3.29909 -0.19914 0.78143 0.007
S 2.94292 2.46501 0.94250 0.105
H 7.08012 0.38709 0.30322 0.000
H 5.80883 -0.53264 -0.50037 0.000
H 6.06534 -0.69141 1.26245 0.000
H 5.54717 2.04995 0.68853 -0.001
H 3.84140 -1.03292 0.61884 0.000
H 2.29325 -0.27604 0.77105 0.013
C -3.59914 -0.88581 -2.53967 0.001
C -2.67377 0.00520 -1.68160 0.010
C -2.22854 1.19797 -2.53730 -0.041
C -3.49174 0.58093 -0.51422 0.006
Si -1.20633 -1.07237 -1.12044 0.010
Br -0.31087 0.26856 0.74178 0.018
C -1.63091 -2.66799 -0.17625 0.003
C -2.90626 -2.51944 0.66719 0.000
C -0.52397 -3.14630 0.77686 0.003
C -1.87081 -3.76574 -1.23685 0.001
C 0.28324 -1.14481 -2.30518 0.007
C 1.36341 -2.12052 -1.81808 0.001
C 0.96739 0.21546 -2.51364 -0.002
C -0.23362 -1.65355 -3.66891 0.000
H -4.39976 -0.26293 -2.94709 0.000
H -4.07170 -1.67650 -1.95878 0.000
H -3.08447 -1.34233 -3.38651 0.001
H -3.11601 1.77957 -2.80524 -0.001
H -1.75140 0.90488 -3.47052 -0.004
H -1.54457 1.85451 -1.99205 0.035
H -4.35558 1.10747 -0.93003 0.000
H -2.91175 1.29806 0.07046 -0.003
H -3.87308 -0.17472 0.16693 0.000
H -2.81250 -1.73474 1.42090 0.000
H -3.08066 -3.46034 1.19488 0.000
H -3.79213 -2.32257 0.06606 0.000
H -0.37320 -2.44913 1.60263 -0.002
H 0.43153 -3.31361 0.28617 0.000
H -0.83740 -4.10016 1.20836 0.000
H -2.64221 -3.49925 -1.96039 0.000
H -2.20971 -4.66991 -0.72488 0.000
H -0.96422 -4.02638 -1.78273 0.000
H 1.74157 -1.85379 -0.82780 0.000
H 2.20252 -2.08833 -2.51833 0.000
H 1.01736 -3.15168 -1.77679 0.000
H 1.41265 0.59613 -1.59180 0.001
H 0.29994 0.98109 -2.89990 0.000
H 1.77160 0.08821 -3.24366 0.000
H -0.73452 -2.61980 -3.59535 0.000
H 0.62047 -1.78334 -4.33873 0.000
H -0.91472 -0.95201 -4.14861 0.000
```

Values from the calculation:
ΔE to the lowest compared entry with this formula, charge and spin, eV: 0.000
Multiplicity: 5
Charge: +2
Orbital gap (spin up / spin down), eV: 9.209 / 6.326
LUMO energy (spin up / spin down), eV: -5.8 / -8.5
HOMO level (spin up / spin down), eV: -14.96 / -14.86
Calculated total energy, eV: -176564.1818

***

Record 2
DFT (ωB97M-V with the def2-TZVPD basis set) results for a molecular structure, C4H7O3Tb at a distorted geometry.

The geometry in XYZ format:
```
15
Properties=species:S:1:pos:R:3:mulliken_spin:R:1
O 1.93218 1.70002 -0.14054 -0.016
C 2.37228 0.44994 0.18234 0.067
C 1.36747 -0.61632 -0.11530 0.777
O 0.11948 -0.20356 0.38411 0.062
C -1.08548 -0.78473 -0.12718 0.038
C -2.19892 0.22450 0.15664 -0.016
O -1.83909 1.50830 -0.24007 -0.072
Tb 0.02492 2.06937 -0.03546 6.162
H 2.96787 0.37510 1.11240 0.020
H 1.30430 -1.25060 -1.01149 0.011
H -1.26729 -1.75733 0.35363 -0.005
H -0.96347 -0.93141 -1.21275 -0.007
H -2.43163 0.18493 1.24087 -0.003
H -3.10376 -0.13604 -0.36987 -0.001
H 2.80114 -0.83216 -0.17733 -0.018
```

Values from the calculation:
ΔE to the lowest compared entry with this formula, charge and spin, eV: 2.451
Multiplicity: 8
Charge: +1
Orbital gap (spin up / spin down), eV: 7.582 / 7.602
LUMO energy (spin up / spin down), eV: -5.2 / -5.0
HOMO level (spin up / spin down), eV: -12.73 / -12.65
Calculated total energy, eV: -32826.9906

***

Record 3
DFT (ωB97M-V with the def2-TZVPD basis set) results for 23 unconnected molecules or ions with the total composition C46H138O23 at a distorted geometry.

The geometry in XYZ format:
```
207
Properties=species:S:1:pos:R:3:mulliken_charge:R:1
C 11.73180 25.83255 -15.28029 -0.539
C 13.00691 25.48160 -14.49328 -0.401
O 12.74915 24.89257 -13.27283 -0.472
H 11.09272 26.44845 -14.64757 -0.183
H 11.12258 24.96149 -15.52158 0.234
H 11.96505 26.33611 -16.21844 0.469
H 13.64698 26.33555 -14.27155 0.275
H 13.61841 24.82768 -15.11504 0.392
H 13.61666 24.74058 -12.89083 0.234
C 4.65498 33.31748 -11.31881 -0.387
C 3.50850 33.45603 -12.33174 -0.528
O 3.28980 34.82898 -12.58133 -0.552
H 4.33537 33.78197 -10.38598 0.387
H 5.57318 33.80596 -11.64500 0.112
H 4.82763 32.26494 -11.09419 0.082
H 2.53798 33.04165 -12.05882 0.341
H 3.86707 32.97523 -13.24188 0.276
H 2.59927 34.91275 -13.24295 0.307
C 3.22838 28.59746 -7.58866 -1.368
C 4.15209 28.62159 -8.84170 0.896
O 3.34973 28.80895 -10.04118 -0.636
H 3.85386 28.35106 -6.73065 0.176
H 2.55427 27.75145 -7.72266 0.429
H 2.74731 29.56124 -7.42197 0.344
H 4.72000 27.69145 -8.86233 -0.121
H 4.84573 29.46102 -8.79352 -0.030
H 3.91583 28.73077 -10.81255 0.340
C 9.08957 26.48630 -7.63489 -0.891
C 9.35422 25.41878 -8.66504 0.872
O 10.16762 25.99046 -9.62104 -0.290
H 9.96077 26.91360 -7.13837 0.340
H 8.40184 26.05067 -6.91008 0.577
H 8.60347 27.33889 -8.10912 -0.377
H 8.45232 25.04392 -9.14895 -0.462
H 9.90654 24.59634 -8.21047 0.193
H 10.20448 25.28150 -10.26728 -0.218
C 13.18289 28.80977 -11.93779 -1.407
C 12.39641 27.64597 -11.38987 0.477
O 11.91326 28.00187 -10.13191 0.425
H 12.62057 29.73419 -12.06952 0.253
H 13.46204 28.57144 -12.96412 0.378
H 14.08785 29.07527 -11.39128 0.282
H 12.91996 26.69225 -11.32344 0.276
H 11.51626 27.48358 -12.01201 -0.332
H 11.32368 27.34754 -9.75002 0.280
C 2.92085 26.63605 -14.01692 0.402
C 1.54045 27.11928 -14.30307 -0.721
O 1.02847 26.50669 -15.48719 -0.549
H 3.39195 27.02608 -13.11469 0.027
H 3.57036 26.72904 -14.88732 -0.264
H 2.85956 25.56001 -13.85418 -0.028
H 1.52356 28.20843 -14.34258 0.301
H 0.90623 26.93149 -13.43671 0.484
H 0.07751 26.60616 -15.57308 0.285
C 6.43685 34.77090 -7.90285 -1.223
C 6.82088 33.38544 -7.47090 0.392
O 5.98467 33.00061 -6.36835 -0.554
H 5.35741 34.81004 -8.04902 0.341
H 6.86632 35.01075 -8.87553 0.214
H 6.64958 35.56820 -7.19070 0.417
H 7.87012 33.37404 -7.17581 0.046
H 6.72142 32.63551 -8.25562 0.089
H 6.15984 33.59969 -5.63896 0.305
C 10.18377 31.91328 -8.13988 -0.870
C 10.60836 30.52076 -8.64345 0.501
O 10.54156 30.51837 -10.04992 0.186
H 9.28787 32.28820 -8.63475 -0.209
H 10.95078 32.65186 -8.37288 0.345
H 10.05934 31.88073 -7.05750 0.332
H 10.02859 29.65718 -8.31759 -0.131
H 11.60807 30.28889 -8.27613 -0.056
H 11.01039 29.74260 -10.36611 -0.556
C 6.99940 33.08689 -18.61398 -1.463
C 7.55053 31.96180 -17.71882 0.199
O 7.34975 32.15787 -16.33164 -0.516
H 5.90941 33.08412 -18.61189 0.344
H 7.25528 32.84871 -19.64642 0.381
H 7.34868 34.10475 -18.44054 0.357
H 8.63232 31.95269 -17.85209 0.215
H 7.01118 31.06576 -18.02593 0.144
H 7.77361 31.49208 -15.78513 0.194
C 4.26975 21.16121 -16.74660 -1.286
C 4.24946 21.87064 -15.49776 -0.208
O 4.30150 23.27926 -15.65465 -0.171
H 3.36523 21.32100 -17.33346 0.322
H 4.33321 20.08039 -16.62050 0.378
H 5.10439 21.49123 -17.36511 0.287
H 5.04849 21.57426 -14.81818 0.312
H 3.35806 21.63122 -14.91794 0.305
H 3.44532 23.58673 -15.96125 0.148
C 9.43955 29.20441 -15.97286 -0.953
C 10.00081 29.87221 -14.75812 0.269
O 9.33809 31.13981 -14.50799 -0.279
H 9.48132 29.84007 -16.85734 0.289
H 8.37687 29.00652 -15.83267 0.051
H 9.98467 28.27611 -16.14379 0.247
H 11.06293 30.10509 -14.83417 0.553
H 9.94501 29.22271 -13.88455 -0.221
H 9.59306 31.56145 -13.68409 0.393
C 8.25520 23.07553 -11.77885 0.979
C 9.70139 22.98797 -12.20020 -0.554
O 10.33260 24.20188 -11.86158 -0.386
H 7.72986 22.13660 -11.95360 0.574
H 7.80455 23.88162 -12.35785 -0.868
H 8.13961 23.38371 -10.73973 -0.687
H 9.80237 22.84494 -13.27605 0.354
H 10.15022 22.19181 -11.60624 0.418
H 11.16108 24.27213 -12.34145 0.059
C 8.12894 28.16232 -11.01871 -0.461
C 7.94615 26.88206 -11.88050 1.193
O 6.90901 27.03201 -12.84918 1.197
H 7.18163 28.37300 -10.52238 0.023
H 8.47437 29.02768 -11.58432 -0.210
H 8.87617 28.14500 -10.22534 -0.201
H 7.66213 26.06971 -11.21154 -0.639
H 8.89380 26.61389 -12.34758 -0.272
H 6.77188 26.22776 -13.35512 -1.023
C 7.62382 24.81333 -16.60162 -1.325
C 7.75858 24.58199 -15.10528 0.229
O 6.55890 24.93353 -14.40477 0.754
H 8.32281 24.19588 -17.16578 0.507
H 7.71349 25.88245 -16.79406 -0.053
H 6.61523 24.55027 -16.92043 0.289
H 8.61322 25.15694 -14.74873 -0.050
H 8.06641 23.57415 -14.82670 0.331
H 5.85371 24.39456 -14.77057 -0.703
C 6.81618 29.55919 -6.37533 0.078
C 7.05698 29.00564 -4.98359 -0.293
O 6.41834 27.77283 -4.87529 -0.525
H 7.29099 30.53052 -6.51382 0.070
H 5.78289 29.86063 -6.54717 0.217
H 7.10896 28.84959 -7.14918 -0.153
H 6.77172 29.73578 -4.22621 0.420
H 8.10070 28.72398 -4.84423 -0.126
H 5.51144 27.92671 -4.60063 0.304
C 4.82482 24.50030 -7.43146 -0.768
C 5.15081 23.06655 -7.17690 -0.379
O 5.73851 22.58302 -8.38605 -0.511
H 4.02107 24.61400 -8.15888 0.284
H 5.69358 25.04459 -7.80171 0.053
H 4.45273 25.03474 -6.55737 0.453
H 4.23444 22.51616 -6.96373 0.256
H 5.81871 22.97545 -6.32033 0.337
H 5.11489 22.68685 -9.10849 0.287
C 5.61417 27.88084 -16.84825 0.505
C 4.29023 27.71011 -17.57739 -0.602
O 4.36832 28.38238 -18.82518 -0.598
H 6.45053 27.44706 -17.39637 0.156
H 5.57094 27.47378 -15.83803 -0.368
H 5.80271 28.94572 -16.71198 -0.030
H 3.43418 28.06685 -17.00467 0.338
H 4.26857 26.64376 -17.80223 0.226
H 4.09771 29.29491 -18.69998 0.343
C 15.31431 29.40178 -6.68098 -1.400
C 14.34911 28.43680 -7.43940 0.380
O 14.16677 29.04571 -8.68972 -0.587
H 15.36423 29.04002 -5.65397 0.386
H 14.92002 30.41794 -6.68669 0.292
H 16.33894 29.40225 -7.05277 0.380
H 13.38607 28.38913 -6.93109 -0.133
H 14.79814 27.44954 -7.54804 0.294
H 13.41434 28.67156 -9.15389 0.135
C 4.90844 24.81000 -11.18095 0.921
C 4.08281 23.58362 -11.62822 -0.259
O 4.01716 22.66522 -10.56567 -0.534
H 4.33704 25.45051 -10.50912 0.344
H 5.10454 25.45519 -12.03733 -0.716
H 5.89299 24.58884 -10.76882 -0.549
H 4.67634 23.23462 -12.47322 0.109
H 3.07987 23.80328 -11.99421 0.319
H 3.71178 21.87084 -11.00986 0.275
C 6.24207 30.67923 -13.29084 -0.485
C 4.92192 29.91294 -13.17855 -0.298
O 4.97285 28.88813 -12.18537 0.567
H 6.71051 30.95797 -12.34693 -0.104
H 6.20630 31.56377 -13.92677 0.624
H 7.01463 30.03108 -13.70454 0.094
H 4.73373 29.44042 -14.14260 -0.056
H 4.11915 30.57585 -12.85573 0.308
H 5.67969 28.30260 -12.46668 -0.430
C 9.49908 21.96976 -6.56563 -1.270
C 8.84974 21.49388 -7.86565 1.116
O 7.60607 20.92254 -7.50116 -0.563
H 10.41490 22.54224 -6.71268 0.346
H 9.74860 21.12023 -5.92989 0.337
H 8.84043 22.63484 -6.00711 0.223
H 9.51162 20.73589 -8.28456 0.260
H 8.73620 22.25341 -8.63916 -0.696
H 6.98802 21.39108 -8.06693 0.366
C 8.51124 33.60667 -11.46802 -0.567
C 10.00461 33.35451 -11.56873 -0.663
O 10.14882 32.05763 -12.08168 -0.465
H 8.01083 33.41682 -12.41757 0.264
H 8.39959 34.63325 -11.11906 0.464
H 8.01924 32.94765 -10.75267 -0.024
H 10.48931 33.47376 -10.59974 0.212
H 10.56560 34.01584 -12.22904 0.433
H 10.26546 31.46417 -11.33617 0.642
C 11.07600 29.56971 -4.99035 -0.208
C 12.32826 29.49500 -4.05201 -0.568
O 12.69191 28.14360 -4.14890 -0.525
H 11.27174 29.44346 -6.05517 -0.163
H 10.61704 30.54912 -4.85534 0.347
H 10.35176 28.80113 -4.72042 0.125
H 11.98485 29.69633 -3.03730 0.358
H 13.07613 30.25483 -4.27884 0.342
H 12.01376 27.58724 -3.75879 0.300
```

Values from the calculation:
ΔE to the lowest compared entry with this formula, charge and spin, eV: 0.347
Charge: 0
Orbital gap, eV: 9.505
LUMO energy, eV: 0.2
HOMO level, eV: -9.34
Calculated total energy, eV: -97027.4741